[1]
{"formula": "C41H36F15GeHfN4OS", "method": "ωB97M-V/def2-TZVPD", "symbols": ["Hf", "C", "C", "C", "C", "C", "C", "C", "C", "C", "C", "N", "C", "C", "C", "C", "C", "N", "H", "H", "H", "H", "H", "H", "H", "H", "H", "H", "H", "H", "H", "H", "H", "H", "H", "C", "C", "C", "O", "C", "H", "H", "H", "H", "H", "H", "H", "H", "N", "C", "C", "N", "C", "C", "H", "H", "H", "H", "H", "H", "H", "H", "H", "H", "H", "F", "C", "C", "C", "F", "C", "F", "C", "F", "C", "F", "Ge", "S", "C", "C", "F", "C", "F", "C", "F", "C", "F", "C", "F", "C", "C", "F", "C", "F", "C", "F", "C", "F", "C", "F"], "positions_angstrom": [[0.525, 0.875, 0.188], [-3.146, -2.890, 1.810], [-2.933, -1.673, 0.908], [-3.200, -0.401, 1.665], [-4.517, -0.046, 1.960], [-4.810, 1.028, 2.784], [-3.783, 1.766, 3.353], [-2.450, 1.466, 3.077], [-1.354, 2.230, 3.782], [-1.067, 1.639, 5.166], [-2.180, 0.395, 2.205], [-0.794, 0.188, 1.846], [-0.039, -0.502, 2.674], [1.344, -0.295, 2.659], [2.339, -0.741, 3.537], [3.453, 0.058, 3.317], [3.112, 0.957, 2.311], [1.835, 0.784, 1.895], [-3.045, -3.814, 1.243], [-4.136, -2.877, 2.264], [-2.414, -2.917, 2.620], [-3.613, -1.729, 0.053], [-1.924, -1.676, 0.507], [-5.323, -0.648, 1.557], [-5.840, 1.266, 3.013], [-4.011, 2.564, 4.052], [-1.652, 3.276, 3.900], [-0.427, 2.223, 3.199], [-1.965, 1.641, 5.783], [-0.298, 2.213, 5.680], [-0.727, 0.605, 5.092], [-0.490, -1.177, 3.399], [2.235, -1.528, 4.268], [4.399, 0.019, 3.830], [3.743, 1.717, 1.879], [2.081, 4.178, -2.408], [3.315, 3.448, -1.889], [2.837, 2.835, -0.589], [1.355, 2.610, -0.772], [0.965, 3.213, -2.093], [2.137, 4.372, -3.477], [1.935, 5.130, -1.895], [4.152, 4.121, -1.713], [3.634, 2.676, -2.587], [2.923, 3.500, 0.268], [3.288, 1.868, -0.378], [-0.006, 3.677, -1.948], [0.893, 2.400, -2.805], [-3.638, 4.141, -0.159], [-2.601, 4.357, 0.907], [-1.263, 3.770, 0.473], [-1.372, 2.327, 0.127], [-2.390, 2.150, -0.950], [-3.747, 2.683, -0.525], [-3.425, 4.698, -0.990], [-4.544, 4.477, 0.177], [-2.985, 3.857, 1.797], [-2.523, 5.426, 1.095], [-0.560, 3.895, 1.297], [-0.866, 4.324, -0.376], [-1.825, 1.907, 0.950], [-2.499, 1.090, -1.169], [-2.036, 2.634, -1.864], [-4.113, 2.167, 0.367], [-4.483, 2.589, -1.321], [2.018, 0.575, -2.887], [2.460, -0.477, -3.621], [2.065, -1.766, -3.328], [2.659, -2.767, -4.081], [2.367, -4.037, -3.773], [3.553, -2.520, -5.111], [4.076, -3.514, -5.796], [3.900, -1.202, -5.396], [4.748, -0.926, -6.356], [3.351, -0.176, -4.633], [3.688, 1.093, -4.854], [0.897, -2.337, -1.879], [-0.495, -0.596, -1.401], [2.155, -2.645, -0.412], [2.565, -3.899, 0.014], [1.856, -4.971, -0.309], [3.737, -4.081, 0.748], [4.091, -5.282, 1.146], [4.551, -2.990, 1.029], [5.669, -3.144, 1.698], [4.176, -1.715, 0.602], [4.956, -0.665, 0.824], [2.980, -1.599, -0.063], [2.596, -0.313, -0.464], [-0.340, -3.767, -2.221], [-0.948, -4.388, -1.143], [-0.614, -3.977, 0.099], [-1.875, -5.399, -1.289], [-2.431, -5.962, -0.227], [-2.224, -5.809, -2.575], [-3.106, -6.764, -2.738], [-1.646, -5.194, -3.682], [-1.984, -5.561, -4.903], [-0.723, -4.178, -3.487], [-0.211, -3.567, -4.558]], "mulliken_charge": [1.616, -1.265, 0.397, 0.461, -0.812, -1.399, -0.124, 1.921, -0.611, -1.405, -1.992, 1.612, -0.141, -0.386, -0.691, -1.178, -0.450, 0.669, 0.296, 0.460, 0.287, 0.582, -0.851, 0.633, 0.454, 0.638, 0.531, -0.015, 0.389, 0.445, 0.271, 0.783, 0.623, 0.564, 0.521, -0.787, -0.828, -0.024, -0.226, -0.328, 0.431, 0.299, 0.538, 0.183, 0.504, -0.055, 0.396, 0.164, -0.047, -0.878, -0.820, 1.220, -0.640, -0.711, 0.388, 0.374, 0.240, 0.484, 0.381, 0.512, -1.257, 0.295, 0.527, 0.094, 0.497, 0.289, 0.261, -0.138, 0.891, -0.339, 0.033, -0.245, 0.529, -0.260, -0.269, -0.280, -1.087, -0.574, 1.419, 0.502, -0.280, 0.153, -0.265, 0.550, -0.276, -0.405, -0.364, -0.974, -0.187, 0.400, 0.415, -0.453, -0.028, -0.301, 0.673, -0.252, 0.108, -0.257, 0.579, -0.331], "orbital_gap_ev": 6.74, "total_energy_ha": -5898.471737, "charge": 3, "homo_energy_ev": -15.70}


[2]
{"formula": "C9H19ClN2O6V", "method": "ωB97M-V/def2-TZVPD", "symbols": ["O", "V", "O", "N", "O", "O", "O", "Cl", "C", "C", "C", "C", "C", "C", "N", "O", "C", "C", "C", "H", "H", "H", "H", "H", "H", "H", "H", "H", "H", "H", "H", "H", "H", "H", "H", "H", "H", "H"], "positions_angstrom": [[-1.919, -2.727, 3.132], [-3.044, -3.401, 2.267], [-2.302, -4.313, 1.215], [-4.241, -5.858, 3.321], [-4.762, -5.153, 2.397], [-4.836, -6.837, 3.767], [-3.136, -5.481, 3.773], [-4.608, -1.867, 1.323], [1.524, 3.802, -1.199], [1.392, 2.275, -1.272], [2.794, 1.687, -1.069], [2.761, 0.174, -0.863], [1.705, -0.223, 0.157], [0.301, 0.421, 0.106], [0.509, 1.863, -0.169], [-0.735, 2.500, -0.289], [-0.597, -0.347, -0.866], [-0.292, 0.343, 1.510], [0.888, 1.882, -2.675], [0.570, 4.266, -1.437], [2.317, 4.108, -1.886], [1.850, 4.110, -0.206], [3.354, 1.943, -1.971], [3.269, 2.086, -0.169], [3.716, -0.175, -0.456], [2.663, -0.388, -1.797], [2.073, -0.155, 1.187], [1.574, -1.314, 0.125], [-0.362, -0.278, -1.931], [-0.520, -1.410, -0.642], [-1.641, -0.022, -0.805], [-0.722, -0.631, 1.742], [0.464, 0.679, 2.214], [-1.153, 1.010, 1.600], [-0.186, 2.047, -2.751], [1.115, 0.842, -2.897], [1.406, 2.458, -3.445], [-1.189, 2.087, -1.042]], "mulliken_charge": [-0.645, 1.257, -0.529, 1.303, -0.599, -0.652, -0.644, -0.487, -1.979, 1.618, -1.137, -0.702, -1.251, 1.730, -0.018, -0.446, -1.660, -1.913, -1.623, 0.404, 0.402, 0.442, 0.394, 0.360, 0.385, 0.326, 0.458, 0.377, 0.300, 0.425, 0.455, 0.356, 0.484, 0.358, 0.274, 0.370, 0.439, 0.367], "orbital_gap_ev": 9.06, "total_energy_ha": -2319.478193, "charge": -1, "homo_energy_ev": -6.64}